Entry 1:
Below is C12H14BaN2P as an isolated structure in a non-equilibrium geometry, with properties calculated with ωB97M-V with the def2-TZVPD basis set.

Last column: Mulliken charge in e.
Cartesian coordinates (Å):
1 C 2.423 -3.226 -0.803  -0.3230
2 C 2.491 -2.384 -2.007  0.1554
3 C 1.184 -2.161 -2.441  -0.0181
4 C 0.281 -2.861 -1.515  0.2481
5 C 1.065 -3.622 -0.592  0.0911
6 Ba 1.307 -1.351 -0.155  -2.7823
7 P 2.761 -0.401 1.305  0.0686
8 H 3.289 -3.616 -0.264  0.3318
9 H 3.405 -1.983 -2.448  0.1393
10 H 0.871 -1.551 -3.290  0.2086
11 H 0.694 -4.306 0.172  0.1930
12 H -0.805 -2.918 -1.624  0.3055
13 H 2.778 1.013 1.370  0.0766
14 H 4.143 -0.671 1.140  0.0867
15 H 2.600 -0.722 2.675  0.0649
16 N -2.953 1.253 -0.918  -0.0176
17 C -2.055 0.266 -1.159  -0.6794
18 N -0.982 0.336 -0.334  -0.1936
19 C -1.227 1.405 0.441  -0.0663
20 C -0.449 1.921 1.475  0.9054
21 C -0.937 3.050 2.158  -1.1224
22 C -2.177 3.627 1.794  -0.1254
23 C -2.938 3.078 0.744  -1.0546
24 C -2.422 1.959 0.091  0.5190
25 H -3.861 1.419 -1.406  0.4108
26 H -2.182 -0.496 -1.917  0.4377
27 H 0.490 1.469 1.751  0.1220
28 H -0.361 3.477 2.970  0.3300
29 H -2.543 4.493 2.330  0.4203
30 H -3.890 3.506 0.460  0.2679

Output
total charge = -1
gap between HOMO and LUMO (spin up / spin down) = 2.18 / 2.19 eV
total energy = -941.596735 hartree
F_max = 12.87 eV/Å

Entry 2:
Below is a 10-piece molecular cluster, C57H121N5O14S3 overall in a non-equilibrium geometry, with properties calculated with ωB97M-V with the def2-TZVPD basis set.

Last column: Mulliken charge in e.
Cartesian coordinates (Å):
1 C -9.413 9.858 -23.093  -1.2371
2 C -8.983 8.742 -24.130  1.8470
3 C -10.175 7.829 -24.580  -0.4236
4 C -11.193 8.518 -25.431  0.2131
5 C -10.546 9.156 -26.618  -2.0455
6 C -9.334 10.073 -26.352  2.0429
7 N -8.410 9.396 -25.275  0.2876
8 O -7.313 10.120 -24.927  -0.4802
9 C -8.401 10.173 -27.645  -1.9666
10 C -9.798 11.500 -25.834  -1.5390
11 C -7.973 7.783 -23.344  -2.1416
12 H -9.821 9.495 -22.150  0.0928
13 H -10.270 10.321 -23.582  0.0013
14 H -8.619 10.577 -22.892  0.4822
15 H -9.803 6.958 -25.120  0.5528
16 H -10.639 7.410 -23.687  -0.5015
17 H -11.908 9.113 -24.864  0.0749
18 H -11.878 7.797 -25.877  0.0680
19 H -11.368 9.752 -27.016  0.4529
20 H -10.282 8.425 -27.383  0.4139
21 H -7.675 10.986 -27.644  0.3761
22 H -7.934 9.218 -27.888  0.4473
23 H -9.084 10.356 -28.474  0.4676
24 H -9.086 12.065 -25.232  0.3404
25 H -9.978 12.245 -26.609  0.4861
26 H -10.824 11.726 -25.546  0.0748
27 H -7.408 7.285 -24.132  0.5430
28 H -8.449 7.213 -22.547  0.1385
29 H -7.242 8.324 -22.743  0.4838
30 H -6.681 9.641 -25.468  0.3818
31 C -10.713 4.180 -21.003  -1.2180
32 C -11.573 3.737 -22.140  1.8297
33 C -10.852 2.753 -23.066  -1.6655
34 C -10.945 1.318 -22.740  -0.5753
35 C -12.429 0.992 -22.702  -1.5674
36 C -13.241 1.774 -21.676  1.2955
37 N -12.959 3.173 -21.827  0.8599
38 O -13.769 4.090 -21.062  -0.3962
39 C -14.759 1.508 -22.042  -1.8990
40 C -12.936 1.336 -20.216  -1.6632
41 C -11.830 5.006 -23.160  -1.3650
42 H -9.875 4.792 -21.338  0.5056
43 H -10.424 3.412 -20.286  0.2987
44 H -11.302 4.742 -20.278  0.0682
45 H -11.162 2.976 -24.087  0.6741
46 H -9.811 3.015 -22.877  0.2632
47 H -10.473 1.013 -21.806  0.2418
48 H -10.479 0.698 -23.505  0.4371
49 H -12.524 -0.046 -22.382  0.5908
50 H -12.932 1.153 -23.656  0.3830
51 H -15.044 0.480 -22.267  0.3770
52 H -15.402 1.817 -21.218  0.3452
53 H -15.042 2.078 -22.927  0.4152
54 H -13.806 1.788 -19.739  0.4591
55 H -12.971 0.251 -20.119  0.3608
56 H -11.953 1.671 -19.885  0.2819
57 H -12.780 4.899 -23.683  0.4774
58 H -11.124 4.980 -23.990  0.5948
59 H -11.874 5.927 -22.579  -0.5819
60 H -14.332 4.472 -21.739  0.2998
61 C -15.278 7.219 -26.071  -1.6662
62 C -16.259 8.328 -25.649  1.9094
63 C -17.664 7.775 -25.598  -1.5310
64 C -17.947 6.797 -24.415  -0.7003
65 C -17.663 7.535 -23.092  -1.3329
66 C -16.221 8.051 -22.969  1.6363
67 N -15.862 8.742 -24.246  -0.2533
68 O -14.620 9.281 -24.350  0.3455
69 C -16.171 9.157 -21.821  -2.0673
70 C -15.153 6.985 -22.715  -1.5604
71 C -16.234 9.431 -26.613  -1.8675
72 H -14.216 7.414 -25.919  0.0517
73 H -15.355 7.046 -27.144  0.5367
74 H -15.366 6.192 -25.714  0.3820
75 H -18.381 8.596 -25.592  0.4749
76 H -17.852 7.221 -26.517  0.4871
77 H -17.232 5.977 -24.484  0.2816
78 H -19.023 6.645 -24.326  0.4248
79 H -17.748 6.792 -22.300  0.4335
80 H -18.544 8.160 -22.947  0.4717
81 H -16.541 8.668 -20.920  0.4089
82 H -15.096 9.303 -21.715  0.1933
83 H -16.718 10.060 -22.092  0.4731
84 H -14.942 6.309 -23.545  0.3554
85 H -14.178 7.339 -22.382  0.2411
86 H -15.566 6.412 -21.885  0.6016
87 H -15.212 9.501 -26.986  0.3457
88 H -16.342 10.415 -26.156  0.3873
89 H -16.918 9.429 -27.462  0.3591
90 H -14.838 10.194 -24.147  0.2586
91 C -6.238 4.577 -16.814  -1.5313
92 C -6.484 4.423 -18.382  2.5982
93 C -5.646 5.503 -19.016  -1.4274
94 C -5.454 5.233 -20.595  -0.3663
95 C -4.964 3.843 -20.797  -1.6157
96 C -5.821 2.699 -20.162  2.0734
97 N -6.135 3.072 -18.747  0.1970
98 O -6.970 2.084 -18.119  -0.4428
99 C -7.077 2.497 -21.044  -2.0072
100 C -4.913 1.373 -20.183  -1.9590
101 C -7.884 4.824 -18.705  -1.3024
102 H -5.497 3.973 -16.290  0.4062
103 H -7.125 4.344 -16.225  0.2347
104 H -5.734 5.505 -16.543  0.3127
105 H -6.285 6.378 -19.138  0.1521
106 H -4.697 5.704 -18.519  0.5786
107 H -4.694 5.922 -20.964  0.5231
108 H -6.370 5.527 -21.107  -0.1514
109 H -3.929 3.735 -20.472  0.4549
110 H -4.894 3.647 -21.867  0.4597
111 H -6.892 1.993 -21.993  0.5837
112 H -7.810 1.790 -20.655  0.4894
113 H -7.553 3.432 -21.339  0.1549
114 H -4.198 1.373 -21.005  0.4162
115 H -4.176 1.306 -19.383  0.4832
116 H -5.490 0.451 -20.098  0.3743
117 H -8.300 4.162 -19.465  -0.2119
118 H -8.157 5.869 -18.854  0.0258
119 H -8.482 4.611 -17.820  0.0043
120 H -6.283 1.649 -17.609  0.3737
121 C -12.337 10.474 -15.650  -2.5707
122 C -13.026 11.172 -14.498  1.8262
123 C -12.398 10.613 -13.180  -1.1601
124 C -12.348 11.518 -12.016  -1.0254
125 C -11.536 12.757 -12.368  -1.1131
126 C -12.009 13.459 -13.665  1.5011
127 N -12.528 12.511 -14.678  0.5302
128 O -13.107 13.277 -15.720  -0.4932
129 C -13.082 14.591 -13.384  -1.8695
130 C -10.771 14.191 -14.242  -1.9742
131 C -14.674 11.021 -14.411  -1.9571
132 H -12.555 9.416 -15.794  0.4249
133 H -11.253 10.449 -15.540  0.7426
134 H -12.348 10.967 -16.622  0.4625
135 H -12.999 9.783 -12.809  0.4890
136 H -11.448 10.117 -13.379  0.3882
137 H -12.017 11.223 -11.020  0.4333
138 H -13.379 11.790 -11.789  0.3251
139 H -10.466 12.572 -12.277  0.4588
140 H -11.658 13.402 -11.498  0.4415
141 H -13.924 14.203 -12.810  0.3562
142 H -12.481 15.375 -12.922  0.4955
143 H -13.466 14.984 -14.325  0.4094
144 H -10.870 14.824 -15.124  0.3480
145 H -10.334 14.814 -13.462  0.4624
146 H -10.041 13.430 -14.519  0.4165
147 H -14.955 11.600 -13.531  0.3729
148 H -14.903 10.009 -14.077  0.3567
149 H -15.137 11.342 -15.344  0.6132
150 H -14.002 13.403 -15.395  0.3114
151 C -6.656 9.031 -16.287  -0.9323
152 S -7.847 8.133 -15.154  0.4545
153 O -8.137 8.950 -13.930  -0.6440
154 C -9.297 7.950 -16.227  -0.1017
155 H -5.782 9.342 -15.714  0.4055
156 H -7.041 9.940 -16.749  0.3556
157 H -6.250 8.461 -17.123  0.2092
158 H -9.659 8.977 -16.272  -0.0650
159 H -10.047 7.254 -15.851  0.2897
160 H -8.854 7.796 -17.210  0.0612
161 C -11.425 13.568 -21.570  -1.0800
162 S -11.791 12.893 -23.221  0.7288
163 O -12.956 11.917 -23.074  -0.5615
164 C -12.603 14.345 -23.890  -1.1849
165 H -12.196 14.106 -21.017  0.4098
166 H -10.775 14.406 -21.818  0.4391
167 H -10.992 12.698 -21.077  0.1455
168 H -11.968 15.109 -24.339  0.3632
169 H -13.231 14.904 -23.196  0.3648
170 H -13.287 13.888 -24.605  0.3277
171 C -15.728 8.652 -16.467  -1.1363
172 S -17.463 9.273 -16.212  0.4755
173 O -18.116 7.920 -15.843  -0.6746
174 C -17.682 9.629 -17.965  -0.8716
175 H -15.574 7.992 -17.321  0.5724
176 H -15.398 7.963 -15.690  0.4224
177 H -15.079 9.521 -16.577  0.1747
178 H -16.807 10.040 -18.468  0.1884
179 H -18.466 10.384 -17.912  0.4845
180 H -17.942 8.709 -18.490  0.2975
181 C -10.965 3.570 -16.981  0.4614
182 C -12.176 3.135 -16.118  -0.5583
183 O -13.026 4.201 -16.227  -0.4123
184 C -12.403 5.345 -16.648  0.2067
185 O -12.882 6.450 -16.760  -0.4062
186 O -11.186 5.005 -17.072  0.2759
187 H -11.183 3.063 -17.920  -0.3810
188 H -10.044 3.270 -16.481  0.2579
189 H -11.893 2.961 -15.079  0.2773
190 H -12.563 2.196 -16.513  0.4009
191 C -12.655 8.434 -19.178  1.0444
192 C -11.394 7.566 -19.572  2.0567
193 O -10.432 8.572 -19.815  -0.4280
194 C -10.804 9.815 -19.231  0.5810
195 O -10.094 10.769 -19.081  -0.6351
196 O -12.032 9.704 -18.831  -0.2422
197 H -13.156 7.743 -18.500  -0.0741
198 H -13.363 8.582 -19.994  -0.4547
199 H -11.720 7.036 -20.467  -1.0338
200 H -10.930 6.858 -18.884  -0.8788

Output
gap between HOMO and LUMO = 7.99 eV
total energy = -4765.524495 hartree
F_max = 4.42 eV/Å

Entry 3:
Below is C61H43BNO7P2SSn as an isolated structure in a non-equilibrium geometry, with properties calculated with ωB97M-V with the def2-TZVPD basis set.

Last column: Mulliken charge in e.
Cartesian coordinates (Å):
1 Sn -0.075 -0.481 -1.447  3.0499
2 O -2.009 -3.693 -3.640  -0.7394
3 C -1.357 -2.749 -3.254  0.1863
4 O -1.123 -2.447 -2.032  -0.6750
5 C -0.760 -1.771 -4.262  0.2283
6 C -1.090 -1.744 -5.609  -0.8918
7 C -0.570 -0.726 -6.395  -0.5051
8 C 0.254 0.231 -5.818  -1.0249
9 C 0.559 0.114 -4.473  0.3454
10 N 0.052 -0.867 -3.742  0.6108
11 C 1.381 1.128 -3.675  0.3896
12 O 1.907 2.061 -4.237  -0.7719
13 O 1.435 0.892 -2.418  -0.1229
14 H -1.767 -2.491 -5.995  0.5945
15 H -0.828 -0.656 -7.441  0.4864
16 H 0.651 1.062 -6.377  0.6113
17 O 1.269 -0.437 1.424  -0.4570
18 S -0.142 -0.507 1.981  1.4464
19 C -0.100 0.605 3.411  0.3115
20 C 0.351 0.200 4.647  0.0277
21 C 0.183 0.978 5.805  -1.3649
22 C -0.494 2.167 5.705  0.2161
23 C -0.945 3.165 6.728  -0.8534
24 C -1.592 4.313 5.916  -0.7934
25 C -1.499 3.878 4.484  -0.2174
26 C -1.881 4.475 3.311  -1.3637
27 C -1.626 3.802 2.112  0.2456
28 C -1.045 2.550 2.051  1.0923
29 P -0.775 1.849 0.376  -0.7140
30 C 0.221 3.168 -0.391  1.8141
31 C 1.581 2.890 -0.247  -1.6059
32 C 2.532 3.736 -0.776  -0.4922
33 C 2.136 4.869 -1.466  -0.9262
34 C 0.789 5.146 -1.619  -0.8813
35 C -0.171 4.303 -1.087  -0.0371
36 C -2.550 1.828 -0.110  1.1800
37 C -3.175 0.632 0.260  -0.5818
38 C -4.516 0.415 0.016  -0.8995
39 C -5.258 1.380 -0.646  -0.8329
40 C -4.649 2.561 -1.034  -0.7023
41 C -3.314 2.798 -0.748  0.2490
42 C -0.666 1.893 3.242  -1.8386
43 C -0.879 2.617 4.430  1.6780
44 C -0.109 -2.083 2.833  -0.7487
45 C -1.077 -2.369 3.769  0.0999
46 C -1.056 -3.545 4.536  -1.3348
47 C 0.001 -4.403 4.370  0.1990
48 C 0.373 -5.678 5.063  -0.7755
49 C 1.667 -6.157 4.363  -0.9196
50 C 1.947 -5.125 3.312  0.2038
51 C 2.921 -5.018 2.353  -1.2557
52 C 2.838 -3.964 1.432  0.2643
53 C 1.864 -2.980 1.475  -0.2917
54 P 1.864 -1.886 0.011  2.3846
55 C 1.801 -3.245 -1.236  1.0738
56 C 2.624 -3.422 -2.340  -0.8071
57 C 2.423 -4.510 -3.174  -0.7743
58 C 1.409 -5.418 -2.921  -0.7386
59 C 0.584 -5.244 -1.821  -0.5662
60 C 0.772 -4.155 -0.997  -0.8083
61 C 3.444 -1.040 -0.130  0.8496
62 C 4.238 -0.849 0.998  -0.9391
63 C 5.467 -0.226 0.872  -0.8747
64 C 5.905 0.219 -0.365  -0.7618
65 C 5.107 0.047 -1.484  -1.2126
66 C 3.875 -0.573 -1.369  0.0924
67 C 0.910 -3.008 2.522  -1.8399
68 C 0.958 -4.128 3.376  1.5253
69 H 0.824 -0.766 4.746  0.7116
70 H 0.558 0.604 6.745  0.4709
71 H -0.111 3.519 7.333  0.3338
72 H -1.669 2.712 7.409  0.3011
73 H -1.071 5.259 6.070  0.2769
74 H -2.633 4.467 6.203  0.2958
75 H -2.353 5.444 3.286  0.5192
76 H -1.895 4.281 1.182  0.5179
77 H 1.881 1.986 0.268  0.1680
78 H 3.580 3.506 -0.663  0.4538
79 H 2.873 5.532 -1.892  0.4046
80 H 0.478 6.027 -2.161  0.4774
81 H -1.210 4.546 -1.242  0.2600
82 H -2.592 -0.134 0.761  0.1685
83 H -4.976 -0.509 0.332  0.4949
84 H -6.306 1.219 -0.854  0.4284
85 H -5.217 3.314 -1.558  0.4985
86 H -2.880 3.741 -1.035  -0.0548
87 H -1.860 -1.644 3.940  0.6819
88 H -1.844 -3.733 5.250  0.4842
89 H -0.433 -6.407 4.984  0.3383
90 H 0.539 -5.510 6.128  0.3106
91 H 1.545 -7.144 3.918  0.2997
92 H 2.493 -6.229 5.071  0.2964
93 H 3.717 -5.742 2.260  0.4994
94 H 3.568 -3.925 0.633  0.6361
95 H 3.445 -2.751 -2.534  0.4905
96 H 3.073 -4.651 -4.025  0.5036
97 H 1.261 -6.262 -3.576  0.4144
98 H -0.221 -5.934 -1.623  0.4515
99 H 0.119 -3.995 -0.148  0.1802
100 H 3.885 -1.174 1.964  0.4338
101 H 6.087 -0.086 1.744  0.4694
102 H 6.862 0.713 -0.454  0.4268
103 H 5.439 0.404 -2.447  0.4851
104 H 3.231 -0.655 -2.231  0.0794
105 O -2.865 0.596 -3.130  -1.0031
106 B -1.678 0.862 -2.542  0.0172
107 O -1.155 2.058 -2.906  0.3877
108 C -2.088 2.620 -3.743  0.4250
109 C -2.079 3.842 -4.382  -1.0534
110 C -3.197 4.148 -5.144  -0.8119
111 C -4.257 3.261 -5.269  -0.6463
112 C -4.256 2.023 -4.642  -1.4286
113 C -3.151 1.722 -3.874  1.2572
114 H -1.232 4.500 -4.289  0.6099
115 H -3.249 5.098 -5.651  0.4718
116 H -5.107 3.540 -5.869  0.4564
117 H -5.074 1.332 -4.752  0.5952

Output
total charge = +1
gap between HOMO and LUMO = 6.72 eV
total energy = -4251.742069 hartree
F_max = 2.08 eV/Å

Entry 4:
Below is a single CH4S2 molecule in a non-equilibrium geometry, with properties calculated with ωB97M-V with the def2-TZVPD basis set.

Last column: natural (NBO) charge in e.
Cartesian coordinates (Å):
1 C -0.408 0.188 -0.326  -0.6453
2 S 0.291 1.521 0.792  -0.0805
3 S 0.782 -1.238 -0.499  -0.0270
4 H -1.397 -0.173 0.011  0.2313
5 H -0.602 0.799 -1.368  0.2409
6 H 1.391 1.110 1.450  0.1483
7 H -0.057 -2.208 -0.061  0.1323

Output
gap between HOMO and LUMO = 9.93 eV
total energy = -836.832149 hartree
SMILES string = SCS
F_max = 3.20 eV/Å

- The highest F_max belongs to which entry?
  C12H14BaN2P

- The highest total energy belongs to which entry?
  CH4S2

- The lowest total energy belongs to which entry?
  C57H121N5O14S3